(1)
Entry from the Open Molecules 2025 dataset: a molecular structure, C38H92Br3N5O5 at a distorted geometry (the ωB97M-V functional and the def2-TZVPD basis).

```
143
C38H92Br3N5O5 | the Open Molecules 2025 dataset | the ωB97M-V functional and the def2-TZVPD basis
C -0.03164 0.27043 -3.56402
C -1.07628 -0.81704 -3.14975
C -1.45744 -1.62278 -4.41775
C -2.20433 -2.92777 -4.10559
C -1.38547 -3.86581 -3.23827
C -1.03751 -3.26273 -1.85094
N -0.51539 -1.81599 -2.07773
O 0.41258 -1.37049 -1.17024
C 0.10086 -4.11440 -1.23052
C -2.31990 -3.14541 -1.03503
C -2.20508 0.07330 -2.57015
H -0.40361 1.01321 -4.26971
H 0.79220 -0.25917 -4.04246
H 0.39951 0.85500 -2.75131
H -0.52113 -1.83686 -4.93313
H -2.10586 -1.06271 -5.09152
H -2.26413 -3.50980 -5.02524
H -3.24271 -2.78645 -3.80575
H -0.44019 -4.12080 -3.71735
H -1.91643 -4.80051 -3.05789
H -0.13798 -5.17695 -1.27582
H 0.24751 -3.94108 -0.16441
H 1.00617 -3.96158 -1.81803
H -2.71619 -4.10534 -0.70396
H -3.21887 -2.64244 -1.39137
H -2.05757 -2.58081 -0.14033
H -2.64804 0.74138 -3.30876
H -1.94160 0.53246 -1.61736
H -3.02415 -0.56146 -2.23208
C -2.56011 -5.28928 0.35504
C -2.83728 -3.79963 0.80301
N -3.06445 -3.60376 2.33286
C -1.71905 -3.98782 2.99417
C -3.38602 -2.06702 2.38683
C -2.25682 -1.09824 2.67569
C -4.23154 -4.48643 2.88137
C -5.52922 -4.48684 2.12496
O -6.02187 -3.15817 2.01922
C -7.47857 -3.18771 2.01536
H -1.69472 -5.58379 0.94873
H -2.33200 -5.33760 -0.70974
H -3.40296 -5.92827 0.61843
H -3.79800 -3.48647 0.39428
H -1.92481 -3.28879 0.49549
H -1.63166 -5.07423 3.00687
H -1.92412 -3.64051 4.00681
H -0.79437 -3.57100 2.59500
H -3.99144 -1.96325 3.28728
H -4.01213 -1.72342 1.56342
H -1.93706 -1.35054 3.68673
H -2.53554 -0.05460 2.52991
H -1.39853 -1.19825 2.01129
H -4.36612 -4.33089 3.95178
H -3.85641 -5.50437 2.77562
H -6.14468 -5.21214 2.65718
H -5.38440 -4.86960 1.11471
H -7.94955 -2.26484 2.35388
H -7.93244 -3.89403 2.71049
H -7.77590 -3.44547 0.99887
C 3.04092 5.55034 0.18297
C 4.46515 5.33644 -0.53290
N 4.52763 4.28701 -1.67528
C 5.99735 4.15078 -2.17118
C 4.00075 2.86393 -1.22960
C 4.75058 2.25666 -0.00958
C 3.64734 4.87457 -2.87795
C 3.44009 3.89030 -4.03692
O 2.65991 2.67092 -3.89034
C 1.24038 2.70743 -3.70474
H 3.25695 6.17276 1.05131
H 2.80927 4.66181 0.77030
H 2.24132 6.01058 -0.39747
H 5.01753 4.82466 0.25517
H 4.81471 6.28107 -0.94954
H 6.28556 5.08741 -2.64842
H 6.22834 3.28924 -2.79768
H 6.65993 3.97630 -1.32345
H 4.08723 2.22141 -2.10583
H 2.94646 3.07066 -1.04566
H 4.14518 1.42192 0.34370
H 4.77415 2.95080 0.83049
H 5.77879 1.90263 -0.08408
H 4.15264 5.80314 -3.14356
H 2.67012 5.09919 -2.45052
H 4.41607 3.59620 -4.42304
H 3.06815 4.43625 -4.90393
H 0.65300 1.79112 -3.76364
H 0.84532 3.37627 -4.46938
H 0.92269 3.06451 -2.72511
C -2.29737 2.69420 -0.87293
C -1.59134 1.45982 -0.35327
N -1.00734 1.64325 1.05622
C -1.97517 2.31726 2.02096
C -0.85284 0.13627 1.68315
C -0.22461 -0.90143 0.76285
C 0.44565 2.27357 1.17659
C 0.66528 3.69019 0.63697
O -0.14313 4.72250 1.24010
C 0.24753 5.08293 2.54350
H -1.67955 3.53497 -1.18839
H -3.10712 3.14707 -0.30082
H -2.82259 2.31183 -1.74816
H -0.78939 0.99633 -0.92787
H -2.30906 0.65867 -0.17681
H -1.96251 3.39943 1.89109
H -1.67973 2.02543 3.02875
H -2.97105 1.92729 1.81063
H -1.85441 -0.27229 1.81745
H -0.43636 0.26682 2.68195
H 0.10548 -1.82534 1.23777
H 0.47755 -0.50549 0.02915
H -1.06601 -1.41979 0.30302
H 1.17665 1.67785 0.62990
H 0.69201 2.21179 2.23659
H 0.52366 3.71830 -0.44342
H 1.72079 3.96198 0.64894
H -0.43212 5.85232 2.90982
H 1.17931 5.64594 2.59726
H 0.40781 4.24839 3.22611
C 2.34806 -2.04401 2.54170
N 3.02885 -1.23506 1.44276
C 4.25307 -2.08989 1.19348
C 2.10120 -1.24019 0.17448
C 3.44818 0.20538 1.84159
C 2.34058 1.09178 2.47482
O 2.06433 0.65768 3.79562
H 1.34408 -1.64306 2.68086
H 3.04305 -2.05814 3.38128
H 2.22643 -3.06369 2.17624
H 3.96473 -3.12059 0.98707
H 4.89544 -2.04965 2.07316
H 4.73162 -1.67124 0.30814
H 2.59831 -0.70563 -0.63498
H 1.16749 -0.75943 0.46628
H 1.92203 -2.29074 -0.05432
H 3.84870 0.65646 0.93374
H 4.29079 0.06326 2.51830
H 1.44352 1.17899 1.86180
H 2.72818 2.11046 2.48766
H 1.47980 1.32300 4.16611
Br 0.13480 1.57049 4.13520
Br -3.32725 -0.55717 0.09856
Br 1.72490 1.05420 -1.10990
```

Its largest force on an atom is 0.28437 hartree/bohr. Its highest occupied orbital energy is -10.5336 eV. The LUMO energy is -7.3 eV. As for the energy above the lowest of the compared OMol25 structures with the same formula, charge and spin: 35.168 eV. Its HOMO-LUMO gap is 3.20 eV. As for the spin multiplicity: 1. Its total charge is +2.

(2)
Entry from the Open Molecules 2025 dataset: 7 unconnected molecules or ions with the total composition C38H92F4N7O12S4 at a distorted geometry (the ωB97M-V functional and the def2-TZVPD basis).

```
157
C38H92F4N7O12S4 | the Open Molecules 2025 dataset | the ωB97M-V functional and the def2-TZVPD basis
C 5.01259 -0.46198 5.84635
C 4.08082 0.76822 6.26488
N 3.21976 1.25007 5.12535
C 3.91266 1.71123 3.86461
C 2.13837 0.15433 4.77802
C 1.26119 -0.33304 5.97549
C 2.38507 2.47817 5.61529
C 3.10694 3.85870 5.62231
O 4.16106 3.87533 6.54728
C 5.16003 4.79891 6.19121
H 4.45678 -1.33490 5.50404
H 5.73981 -0.58950 6.64822
H 5.66100 -0.15551 5.02553
H 4.76074 1.58764 6.49805
H 3.41893 0.72388 7.12977
H 4.04037 0.77131 3.32762
H 4.96327 1.87726 4.10285
H 3.45880 2.47124 3.22862
H 2.60372 -0.68192 4.25629
H 1.41259 0.50570 4.04462
H 0.53728 0.36481 6.39625
H 1.80379 -0.92655 6.71130
H 0.56169 -1.08938 5.61947
H 1.85850 2.24857 6.54163
H 1.59920 2.66679 4.88389
H 2.38375 4.62380 5.90465
H 3.51131 4.01678 4.62251
H 5.99314 4.26732 5.73137
H 5.54825 5.21482 7.12094
H 4.79318 5.61531 5.56911
C -12.38451 3.68044 2.80884
C -11.68530 4.92084 2.41183
N -12.29943 6.30790 2.59374
C -12.24241 6.61607 4.17235
C -11.38781 7.27714 1.88668
C -11.96040 8.70901 2.02111
C -13.83576 6.37777 2.17664
C -14.16455 6.24891 0.71384
O -13.93941 4.94592 0.29811
C -13.92486 4.60685 -1.10651
H -13.46965 3.58203 2.77921
H -11.95229 3.29698 3.73309
H -12.12439 2.89223 2.10232
H -11.65194 4.87107 1.32347
H -10.68061 4.95247 2.83337
H -12.66596 7.57497 4.47102
H -11.18843 6.77624 4.39947
H -12.80300 5.85790 4.71917
H -11.48901 6.95213 0.85119
H -10.32913 7.30691 2.14439
H -12.94906 8.80649 1.57260
H -11.50301 9.34993 1.26737
H -12.05170 9.17667 3.00144
H -14.28053 7.28674 2.58167
H -14.37998 5.61495 2.73345
H -13.73835 6.98987 0.03749
H -15.23751 6.43459 0.66491
H -13.78801 3.55614 -1.36219
H -13.17178 5.21939 -1.60227
H -14.84651 4.87001 -1.62552
C 3.22373 -10.23586 4.00637
C 2.23688 -10.78089 2.89231
N 0.74427 -10.72989 3.27736
C 0.40605 -11.68883 4.39485
C 0.34273 -9.24319 3.72931
C -1.13349 -9.02906 4.23736
C -0.19576 -11.17280 2.07718
C -0.03702 -10.39068 0.76735
O -0.30067 -9.03140 0.85264
C -0.28167 -8.39755 -0.45173
H 2.99769 -10.47000 5.04665
H 3.35332 -9.15363 3.99639
H 4.21866 -10.63574 3.81070
H 2.34639 -11.84258 2.67113
H 2.28095 -10.17661 1.98622
H -0.65706 -11.70299 4.63502
H 1.12550 -11.37594 5.15155
H 0.87542 -12.62383 4.08894
H 0.63763 -8.49867 2.98984
H 0.92956 -8.98875 4.61191
H -1.14867 -9.45265 5.24156
H -1.94438 -9.40993 3.61647
H -1.47307 -8.01015 4.42340
H -1.24930 -11.35500 2.28924
H 0.09685 -12.21376 1.93981
H -0.73610 -10.92836 0.12682
H 0.95804 -10.50229 0.33667
H 0.70846 -8.05589 -0.75339
H -0.97998 -7.56065 -0.44320
H -0.75856 -8.89808 -1.29442
C -4.73831 0.97591 -0.63763
C -3.50864 -0.01394 -0.80833
O -3.33383 -0.94747 -0.07373
N -2.50226 0.37133 -1.95050
H -2.91594 0.01608 -2.80064
H -2.34020 1.35237 -2.12769
C -1.08246 -0.31738 -1.89871
H -4.51712 1.75599 0.09083
H -5.70845 0.58070 -0.33637
H -4.91155 1.60348 -1.51184
H -0.77272 -0.52140 -2.92366
H -1.06379 -1.29047 -1.40793
H -0.61933 0.50543 -1.35410
C 9.99177 2.51685 -1.98603
C 8.73496 2.59848 -2.94289
C 8.67795 1.38998 -3.91659
C 9.56858 1.77332 -5.15408
N 9.95405 0.46921 -6.00674
C 10.87366 0.81126 -7.26446
C 12.20441 1.14713 -6.59432
C 12.28954 0.34409 -5.30801
C 10.94563 -0.43177 -5.25000
C 8.61988 -0.26480 -6.45053
C 7.53839 0.56989 -7.24745
C 6.34288 -0.29135 -7.70645
H 10.91777 2.76095 -2.50666
H 10.06036 1.57608 -1.43982
H 9.81070 3.22869 -1.18068
H 8.75690 3.61662 -3.33148
H 7.81792 2.59876 -2.35370
H 7.66298 1.23414 -4.28215
H 9.04231 0.54393 -3.33387
H 10.47668 2.30673 -4.87316
H 8.91857 2.37496 -5.78939
H 10.95680 0.00630 -7.99469
H 10.49640 1.62932 -7.87809
H 13.04998 0.64191 -7.06107
H 12.24454 2.23338 -6.51344
H 13.12946 -0.35062 -5.30969
H 12.36483 1.18987 -4.62459
H 11.07435 -1.35418 -5.81630
H 10.66735 -0.61358 -4.21192
H 8.14585 -0.68386 -5.56296
H 8.87535 -1.14181 -7.04524
H 7.92704 0.96381 -8.18653
H 7.17412 1.38193 -6.61819
H 5.56325 0.12806 -8.34234
H 5.84366 -0.80167 -6.88276
H 6.67785 -1.10921 -8.34440
N -0.76955 5.35610 -2.50276
S -0.72881 6.64506 -1.38166
O -0.69491 8.05622 -1.81927
O 0.06446 6.32917 -0.22465
F -2.26826 6.50866 -0.80771
S 0.49769 5.85582 -3.18943
O 1.76371 5.68722 -2.46219
O 0.39506 6.86966 -4.22895
F 0.67453 4.51745 -4.09471
N -4.18556 -1.77431 -6.60749
S -3.84019 -3.13306 -7.64823
O -3.08444 -2.80286 -8.84533
O -4.78953 -4.25507 -7.82816
F -2.62638 -3.70187 -6.73837
S -5.58277 -1.72100 -7.01557
O -6.51442 -2.68995 -6.34979
O -5.82672 -1.32039 -8.39589
F -5.87175 -0.27069 -6.36305
```

Its largest force on an atom is 0.21560 hartree/bohr. Its highest occupied orbital energy is -11.0490 eV. The LUMO energy is -5.2 eV. Its HOMO-LUMO gap is 5.86 eV. As for the spin multiplicity: 1. Its total charge is +3.

(3)
Entry from the Open Molecules 2025 dataset: 8 unconnected molecules or ions with the total composition C38H94N6O10 at a distorted geometry (the ωB97M-V functional and the def2-TZVPD basis).

```
148
C38H94N6O10 | the Open Molecules 2025 dataset | the ωB97M-V functional and the def2-TZVPD basis
C 1.48863 -4.40208 -2.70623
C 1.14971 -4.78024 -1.26304
C 2.36224 -4.61573 -0.38300
O 3.50952 -5.33888 -0.86505
C 4.54030 -5.39317 0.07807
N -0.05015 -4.03588 -0.79931
H 0.74625 -4.78509 -3.41188
H 2.44241 -4.88495 -2.96727
H 1.57400 -3.33069 -2.89344
H 0.85802 -5.83588 -1.21186
H 2.07208 -5.04722 0.58578
H 2.69724 -3.56272 -0.32847
H 4.22676 -5.60981 1.10909
H 5.15112 -4.47987 0.06159
H 5.17945 -6.23744 -0.19713
H 0.10145 -3.04568 -0.93604
H -0.87216 -4.49491 -1.12564
C -3.91062 -4.72036 2.31457
C -3.93200 -3.54072 3.23286
C -4.21844 -3.92128 4.66075
O -5.48758 -4.44704 4.85894
C -6.46600 -3.51418 4.58345
N -2.59024 -2.85661 3.19845
H -3.78265 -4.48738 1.26463
H -4.82798 -5.29779 2.50132
H -3.13112 -5.43532 2.61078
H -4.49548 -2.69073 2.82112
H -4.06642 -3.06382 5.31918
H -3.51632 -4.73358 4.85941
H -6.28367 -2.54012 5.06673
H -7.41398 -3.87239 4.99154
H -6.62651 -3.33240 3.51372
H -2.59873 -1.88035 3.55836
H -1.98073 -3.35661 3.86109
C -2.75582 1.98572 5.50196
C -3.06790 0.50209 5.65121
C -4.26264 0.21031 6.53198
O -5.38044 0.80607 5.97041
C -6.55819 0.55994 6.76682
N -3.21527 -0.24008 4.31661
H -3.67809 2.51781 5.22999
H -2.07037 2.16067 4.68383
H -2.45751 2.40204 6.46535
H -2.20594 0.01057 6.13561
H -4.00217 0.67902 7.49265
H -4.44153 -0.86156 6.64718
H -7.37468 1.20183 6.43382
H -6.44127 0.62340 7.85289
H -6.91645 -0.47018 6.54505
H -4.08413 0.24567 3.99494
H -2.61229 0.17303 3.57651
C 0.08260 -0.36914 -8.18820
C -0.05349 0.66879 -7.06993
C -0.01912 -0.04418 -5.74725
O -1.18160 -0.73940 -5.47890
C -1.22203 -1.28685 -4.19555
N 1.02150 1.68447 -7.07756
H 0.43445 0.11343 -9.11647
H -0.86157 -0.83025 -8.48719
H 0.81957 -1.15899 -8.02228
H -1.03293 1.13476 -7.18631
H 0.06337 0.69499 -4.92598
H 0.88512 -0.65514 -5.55586
H -0.39231 -1.99256 -4.04339
H -2.11870 -1.91130 -4.15278
H -1.30991 -0.51878 -3.42439
H 1.96478 1.29888 -7.09426
H 0.97179 2.11804 -8.00498
C -1.84554 -0.62020 -0.15994
C -2.13192 0.78448 0.35730
O -1.76188 0.96034 1.73376
O -0.47390 -0.86020 -0.46406
H -2.31671 -0.74581 -1.14838
H -2.25307 -1.39650 0.48729
H -3.21435 0.95463 0.35746
H -1.65027 1.53030 -0.27995
H -1.17759 0.21737 1.94794
H -0.10603 -0.09737 -0.95777
C 2.05630 0.35927 -2.84602
C 3.17324 1.02975 -2.11056
O 4.45613 0.56076 -2.54737
O 0.76912 0.73920 -2.42474
H 2.13664 -0.72903 -2.71731
H 2.18544 0.44430 -3.93320
H 2.99742 1.01214 -1.02269
H 3.21517 2.11676 -2.27856
H 4.62814 -0.32395 -2.20074
H 0.53291 1.57293 -2.86777
C 1.50875 5.25532 -5.11031
C 0.60635 5.19491 -3.87957
C 0.05958 6.58601 -3.74783
C -1.12206 6.63837 -2.82806
C -2.18612 5.71304 -3.40307
C -1.73233 4.27629 -3.51646
N -0.45321 4.26045 -4.17592
O 0.05318 2.96623 -4.45046
C -1.66097 3.66157 -2.10391
C -2.71647 3.50359 -4.35454
C 1.41335 4.85760 -2.63787
H 0.93373 5.30966 -6.03652
H 2.06870 4.31737 -5.23965
H 2.24780 6.04887 -5.01342
H 0.82525 7.29185 -3.41476
H -0.26465 7.01885 -4.69741
H -1.59808 7.61975 -2.92805
H -0.98631 6.40079 -1.77696
H -2.49438 6.09638 -4.38385
H -3.12109 5.67473 -2.83453
H -1.25298 2.64964 -2.19020
H -0.96871 4.19501 -1.45085
H -2.63070 3.67494 -1.60520
H -2.97070 4.04571 -5.27198
H -2.37449 2.50869 -4.64271
H -3.68067 3.36977 -3.85002
H 0.88237 5.22307 -1.74892
H 2.32892 5.45801 -2.61507
H 1.61941 3.80779 -2.44921
H 0.07787 2.93490 -5.42274
C 2.06583 -1.36429 3.86377
C 3.47975 -1.82438 3.50707
C 3.52568 -2.07054 1.99455
C 3.52800 -0.82025 1.10868
C 4.60620 0.13822 1.56046
C 4.68449 0.36422 3.11033
N 4.56010 -0.88693 3.83498
O 4.62010 -0.66817 5.22562
C 6.12410 0.88408 3.26689
C 3.70958 1.46569 3.49697
C 3.82913 -3.16993 4.14783
H 1.38050 -2.20963 3.92948
H 1.68419 -0.67799 3.10595
H 1.98438 -0.74361 4.75798
H 4.36903 -2.74360 1.77105
H 2.66085 -2.67329 1.68686
H 2.50309 -0.41087 1.07391
H 3.59886 -1.09825 0.04775
H 4.55711 1.12150 1.10884
H 5.49747 -0.44190 1.30310
H 6.24360 1.76293 2.62495
H 6.44429 1.10945 4.28799
H 6.88348 0.19112 2.88999
H 3.86182 2.31874 2.82199
H 2.68284 1.16736 3.30992
H 3.83066 1.87108 4.49883
H 3.73356 -3.11858 5.24077
H 4.88642 -3.41481 4.01961
H 3.18820 -3.95376 3.74865
H 5.27087 -1.31422 5.52193
```

Its largest force on an atom is 0.06702 hartree/bohr. Its highest occupied orbital energy is -8.3702 eV. The LUMO energy is 0.6 eV. Its HOMO-LUMO gap is 8.95 eV. As for the spin multiplicity: 1. Its total charge is 0. Its SMILES is CC1(C)CCCC(C)(C)N1O.CC1(C)CCCC(C)(C)N1O.COC[C@H](C)N.COC[C@H](C)N.COC[C@H](C)N.COC[C@H](C)N.OCCO.OCCO.